(1)
Below is a molecular structure, C4H4CoO2, with properties calculated with ωB97M-V/def2-TZVPD.

Each line ends with the Löwdin spin population.
Element x y z (Å)
O -0.1310 -2.3937 -0.3633  0.18
C -0.6528 -1.2399 0.0016  0.06
H -1.1717 -1.2162 0.9794  0.00
C -0.4683 -0.0612 -0.6646  0.08
C -0.3635 1.2200 0.0925  0.02
C 0.9894 1.3451 0.8605  0.03
O 1.8110 0.3984 0.6820  0.19
Co 1.6232 -1.3600 -0.2931  3.41
H -0.0259 -0.1032 -1.6717  0.02
H -1.1232 1.2828 0.8946  0.00
H -0.4873 2.1279 -0.5178  0.00

Forces on atoms 1 to 2 (eV/Å):
O -0.2001 0.2380 0.2732
C 0.0186 -0.2844 -0.1073

Properties
* expectation value of S²: 6.0080
* lowest unoccupied orbital energy (alpha / beta): 4.234 / 3.741 eV
* total charge: -1
* 2S+1: 5
* HOMO (alpha / beta): -1.884 / -2.816 eV

(2)
Below is a molecular structure, C4H4CsLiO5 in a non-equilibrium geometry, with properties calculated with ωB97M-V/def2-TZVPD.

Each line ends with the Mulliken charge.
Element x y z (Å)
O 0.4777 1.1577 -0.3057  0.04
C 1.3361 0.2618 0.1817  -0.76
C 0.3194 1.0052 -1.6899  -0.39
O 0.6224 -0.5766 1.6545  -0.32
O 1.6679 -0.5671 -0.7952  -0.03
C 0.7001 -0.4595 -1.8199  -0.46
H 0.9725 1.7299 -2.1788  0.27
H -0.7036 1.1900 -2.0194  0.29
H 1.1360 -0.6888 -2.7912  0.31
H -0.1398 -1.1309 -1.6389  0.23
C -0.4128 -0.2479 2.3819  0.61
O -1.4128 0.4450 1.8735  -0.89
O -0.5815 -0.7298 3.4928  -0.72
Li -0.8356 2.1060 0.7351  0.84
Cs -3.1460 -3.4951 2.9196  0.98

Forces on atoms 1 to 2 (eV/Å):
O -2.4486 2.0290 0.0586
C 4.5225 1.1241 3.6029

Properties
* lowest unoccupied orbital energy: -1.186 eV
* 2S+1: 1
* HOMO: -4.564 eV

(3)
Below is a molecular structure, C4H4DyO6 in a non-equilibrium geometry, with properties calculated with ωB97M-V/def2-TZVPD.

Each line ends with the Löwdin spin population.
Element x y z (Å)
O 3.2041 -0.7589 -0.3354  0.05
C 2.2718 -0.0163 0.0814  0.02
O 2.5283 1.1423 0.5172  0.05
O 1.0403 -0.4907 0.0358  0.00
O -0.8607 -0.9563 1.0736  0.00
C -1.8237 -1.0164 0.0562  0.00
C 0.0837 -0.0116 0.9091  0.00
Dy 5.1728 0.8468 0.1972  5.88
H -2.7567 -1.3936 0.4909  0.00
H -1.4946 -1.6443 -0.7850  0.00
H 0.4470 0.5429 1.7780  0.00
C -2.0546 0.4397 -0.4715  0.00
O -2.6574 1.2960 0.1239  0.00
H -1.4680 1.4745 -1.9472  0.00
O -1.6321 0.5458 -1.7241  0.00

Forces on atoms 1 to 2 (eV/Å):
O -0.6076 0.3202 0.3211
C 5.5956 2.2133 -0.1984

Properties
* expectation value of S²: 12.0166
* lowest unoccupied orbital energy (alpha / beta): -10.359 / -10.358 eV
* total charge: +2
* 2S+1: 7
* HOMO (alpha / beta): -17.159 / -17.159 eV

(4)
Below is 2 unconnected molecules or ions with the total composition C4H4F2 in a non-equilibrium geometry, with properties calculated with ωB97M-V/def2-TZVPD.

Each line ends with the Mulliken charge.
Element x y z (Å)
C -2.6432 1.3418 -0.8352  -0.41
C -2.2876 0.5812 0.0800  -0.18
C 1.4046 -1.4619 0.7470  -0.57
C 1.7295 -0.2494 0.4569  0.34
F 2.8676 0.3803 0.6375  -0.21
F 0.8559 0.5569 -0.0785  -0.17
H -3.3811 1.4591 -1.5678  0.35
H -1.6060 1.6792 -1.1053  0.24
H 0.7887 -2.2827 0.5667  0.35
H 2.2716 -2.0044 1.0988  0.26

Forces on atoms 1 to 2 (eV/Å):
C 0.5010 1.1983 -2.0557
C 0.7480 -1.6227 2.3483

Properties
* lowest unoccupied orbital energy: 0.275 eV
* 2S+1: 1
* HOMO: -10.079 eV

(5)
Below is C4H4F2 in the gas phase in a non-equilibrium geometry, with properties calculated with ωB97M-V/def2-TZVPD.

Each line ends with the Mulliken charge.
Element x y z (Å)
C 1.2759 0.0799 0.3937  -1.25
C 0.0537 0.0517 -0.5696  -0.09
C -1.4314 0.5646 -0.0790  0.23
F -2.1254 1.6213 0.3319  -0.24
C -1.1485 -0.6967 -0.0819  0.17
F -1.6634 -1.8785 -0.0247  -0.26
H 0.9902 -0.0605 1.4112  0.33
H 1.8786 0.8445 0.1103  0.39
H 1.9911 -0.6551 0.1737  0.39
H 0.1792 0.1288 -1.6655  0.34

Forces on atoms 1 to 2 (eV/Å):
C -2.3130 -1.3495 -1.6577
C -1.3016 0.0751 1.2302

Properties
* lowest unoccupied orbital energy: 0.749 eV
* 2S+1: 1
* HOMO: -9.488 eV

(6)
Below is a molecular structure, C4H4F2O in a non-equilibrium geometry, with properties calculated with ωB97M-V/def2-TZVPD.

Each line ends with the Mulliken charge.
Element x y z (Å)
C 1.8652 -0.5691 0.4740  0.14
C -0.9207 -0.4190 -0.7663  -0.86
C -1.0476 0.3904 0.5066  0.07
C 0.2259 0.3600 -0.1935  0.41
O 2.8215 -0.4953 -0.1916  -0.35
F -1.8433 1.5186 0.4027  -0.28
F 0.7052 1.4637 -0.8995  -0.29
H 1.5925 -0.9459 1.4926  0.30
H -0.8989 -1.3913 -0.7258  0.31
H -1.2519 0.0819 -1.6709  0.27
H -1.2480 0.0059 1.5717  0.28

Forces on atoms 1 to 2 (eV/Å):
C -4.1266 2.4285 -0.7860
C 0.6079 5.3853 0.1605

Properties
* lowest unoccupied orbital energy: 0.453 eV
* 2S+1: 1
* HOMO: -9.355 eV

(7)
Below is C4H4F2O in the gas phase in a non-equilibrium geometry, with properties calculated with ωB97M-V/def2-TZVPD.

Each line ends with the Mulliken charge.
Element x y z (Å)
C 1.2040 -0.1764 -0.0163  -0.46
C 0.6642 -1.4273 -0.0400  0.00
C 0.1289 0.9933 -0.0999  -0.61
C -1.2034 0.3427 -0.0602  0.81
O -0.6302 -1.6459 0.0609  -0.55
F -1.9844 0.3612 1.0850  -0.23
F -2.0138 0.5350 -1.0701  -0.20
H 2.2606 0.1648 0.2234  0.28
H 1.1550 -2.3856 0.1585  0.36
H 0.2505 1.5667 0.7490  0.31
H 0.1686 1.6714 -0.9903  0.30

Forces on atoms 1 to 2 (eV/Å):
C 0.2475 0.8587 -0.2013
C 0.0755 0.6068 1.7045

Properties
* lowest unoccupied orbital energy: -0.017 eV
* 2S+1: 1
* HOMO: -8.464 eV

(8)
Below is 2 unconnected molecules or ions with the total composition C4H4F3N in a non-equilibrium geometry, with properties calculated with ωB97M-V/def2-TZVPD.

Each line ends with the Mulliken charge.
Element x y z (Å)
C 1.2137 1.5076 1.1859  -0.06
C 0.2548 0.5446 0.7653  0.05
C 0.4845 -1.5600 -2.2334  -0.95
C -1.2460 0.3944 1.0732  0.86
N 1.3070 0.4175 1.8418  -0.43
F -1.9665 0.9755 0.0790  -0.24
F -1.6769 -0.9070 1.1477  -0.25
F -1.5572 0.9023 2.3162  -0.25
H 1.6041 2.4888 0.9764  0.31
H 1.3898 -1.9251 -2.6781  0.31
H 0.5075 -0.5513 -2.3590  0.37
H -0.3149 -2.2873 -2.1152  0.28

Forces on atoms 1 to 2 (eV/Å):
C -1.2621 -1.1296 -0.7803
C -0.1128 0.0336 1.4460

Properties
* lowest unoccupied orbital energy (alpha / beta): -0.702 / 0.051 eV
* 2S+1: 1
* HOMO (alpha / beta): -9.011 / -9.339 eV

- 2S+1 of number 6 (C4H4F2O)?
  1